Entry 1:
{
  "formula": "C9H14BF3NO13P2",
  "method": "ωB97M-V with the def2-TZVPD basis set",
  "symbols": ["C", "C", "C", "F", "C", "N", "O", "C", "O", "O", "C", "C", "P", "O", "O", "O", "P", "O", "O", "O", "H", "H", "H", "H", "H", "H", "H", "H", "H", "H", "H", "H", "H", "H", "B", "O", "C", "O", "C", "O", "O", "F", "F"],
  "coordinates": [[3.409, -3.020, -1.189], [1.879, -3.393, -0.893], [0.827, -2.277, -1.426], [1.204, -1.721, -2.704], [0.458, -1.173, -0.315], [-0.876, -1.593, 0.194], [1.537, -1.109, 0.658], [2.425, -0.136, 0.089], [3.563, -0.034, 0.564], [1.818, 0.568, -1.014], [0.367, 0.376, -0.774], [0.121, 1.455, 0.425], [1.121, 3.036, 0.230], [0.455, 4.107, 1.124], [1.175, 3.580, -1.386], [2.733, 2.904, 0.821], [-0.742, 0.781, -2.246], [-1.925, 1.714, -1.895], [0.094, 1.571, -3.526], [-1.465, -0.622, -2.940], [3.852, -2.629, -0.196], [3.531, -2.142, -1.926], [4.040, -3.889, -1.576], [1.688, -3.616, 0.219], [1.616, -4.370, -1.442], [-0.144, -2.870, -1.619], [-1.223, -0.881, 0.867], [-1.578, -1.613, -0.560], [-0.988, 1.760, 0.485], [0.350, 1.002, 1.458], [1.999, 3.214, -1.782], [3.377, 3.014, 0.088], [-0.634, 2.092, -3.954], [-2.082, -0.294, -3.632], [-4.207, 1.298, 4.083], [-2.804, 1.559, 3.705], [-2.460, 0.647, 2.811], [-1.364, 0.576, 2.290], [-3.594, -0.248, 2.556], [-3.602, -1.185, 1.790], [-4.629, 0.124, 3.298], [-5.023, 2.426, 3.759], [-4.295, 1.014, 5.482]],
  "forces_ev_per_angstrom": [[0.26, 0.95, 0.89], [-0.08, -0.19, -0.92], [-0.76, -1.34, 0.01], [-0.10, -0.52, 1.85], [-2.65, 0.15, -1.05], [1.26, 0.87, 0.67], [0.01, 2.18, -2.37], [2.22, -0.98, 1.75], [-4.16, 0.30, -2.57], [1.13, -1.26, 1.94], [2.11, -0.30, 0.88], [-0.81, -0.58, -0.74], [-1.07, 4.33, 2.79], [1.63, -3.20, -2.75], [1.23, -1.75, 2.23], [-2.04, -0.20, -2.33], [-4.27, 2.60, -2.46], [3.25, -2.39, -0.32], [-1.33, -1.62, 1.75], [1.79, 1.87, 0.88], [-0.44, -0.75, -1.63], [-0.43, -1.49, 0.98], [-1.05, 1.11, 0.63], [0.26, 0.64, -1.74], [0.33, 1.55, 0.67], [1.46, 1.24, 0.17], [0.22, -0.69, -0.09], [0.73, -0.12, 0.24], [1.98, -0.18, -0.25], [-0.01, 0.76, -1.86], [-0.84, 0.21, -0.09], [-0.40, -0.29, 0.69], [0.81, -0.37, 0.69], [0.43, -0.13, 0.75], [-1.65, 1.35, 1.73], [0.47, -0.92, -0.91], [1.77, 2.16, 1.11], [-0.93, -0.61, 0.61], [-2.62, -1.82, -0.45], [0.40, 0.42, 0.10], [0.93, -0.20, -0.52], [0.77, -1.03, 0.28], [0.13, 0.23, -1.24]],
  "mulliken_charge": [-0.85, -0.50, -0.15, -0.40, 1.15, -0.61, -0.43, 0.44, -0.55, -0.44, 0.49, -0.79, 0.81, -0.73, -0.53, -0.50, 1.01, -0.76, -0.55, -0.53, 0.19, 0.21, 0.30, 0.27, 0.40, 0.38, 0.11, 0.35, 0.47, 0.52, 0.34, 0.32, 0.34, 0.35, 0.54, -0.48, 0.53, -0.61, 0.67, -0.63, -0.43, -0.36, -0.36],
  "orbital_gap_ha": 0.3478,
  "multiplicity": 1,
  "charge": -1,
  "largest_force_ha_per_bohr": 0.108
}

=====

Entry 2:
{
  "formula": "C15H14N3O8PtS",
  "method": "ωB97M-V with the def2-TZVPD basis set",
  "symbols": ["Pt", "C", "C", "N", "C", "C", "N", "C", "O", "O", "C", "O", "O", "H", "H", "H", "H", "H", "C", "C", "C", "C", "C", "C", "C", "S", "O", "O", "N", "C", "C", "O", "O", "H", "H", "H", "H", "H", "H", "H", "H", "H"],
  "coordinates": [[-2.449, 1.103, -0.592], [0.798, 1.579, -0.940], [0.248, 0.188, -0.746], [-1.021, -0.006, -1.446], [-1.456, -1.310, -1.460], [-0.748, -2.281, -0.857], [0.388, -1.788, -0.040], [-0.923, -3.743, -0.696], [-1.863, -4.348, -1.377], [-0.161, -4.309, 0.060], [-2.899, -1.392, -1.854], [-3.388, -2.358, -2.396], [-3.544, -0.341, -1.441], [0.000, 2.306, -1.049], [1.366, 1.591, -1.873], [1.463, 1.878, -0.133], [0.734, -2.610, 0.487], [-2.449, -3.718, -1.869], [3.792, -1.029, -1.182], [2.645, -0.699, -0.276], [1.288, -0.960, -0.918], [-0.079, -0.520, 0.622], [0.576, 0.102, 1.786], [1.890, 0.255, 1.945], [2.865, -0.227, 0.963], [-0.703, 0.971, 2.616], [-1.822, 0.113, 2.804], [-0.217, 1.842, 3.631], [-1.089, 1.948, 1.146], [-0.979, 3.204, 1.323], [-3.072, 3.908, 0.784], [-3.130, 4.777, 1.537], [-3.353, 3.176, -0.091], [3.719, -2.064, -1.527], [4.750, -0.888, -0.689], [3.763, -0.398, -2.075], [1.398, -1.391, -1.911], [-1.138, -0.623, 0.826], [2.266, 0.768, 2.823], [3.902, -0.109, 1.255], [-0.610, 3.826, 0.504], [-0.758, 3.578, 2.325]],
  "forces_ev_per_angstrom": [[1.77, -0.94, 0.18], [0.07, -0.07, -0.14], [-0.20, -0.29, 0.34], [0.15, 0.10, -0.29], [-0.02, 0.43, 0.32], [0.00, -0.10, 0.17], [0.04, -0.18, -0.03], [-0.01, -0.05, -0.08], [0.00, 0.04, 0.11], [0.03, -0.01, -0.04], [-0.03, -0.11, 0.04], [-0.04, -0.03, 0.11], [-0.65, 0.51, -0.58], [0.01, 0.01, -0.08], [0.03, -0.02, 0.02], [-0.01, 0.02, 0.00], [0.06, 0.02, -0.01], [0.02, -0.02, -0.08], [-0.02, -0.02, 0.00], [-0.04, -0.01, -0.02], [-0.03, 0.17, -0.28], [0.13, 0.35, 0.00], [0.00, -0.30, -0.22], [0.07, -0.07, 0.10], [-0.04, -0.02, 0.10], [-0.44, -0.04, 0.03], [-0.07, 0.07, 0.14], [0.14, 0.09, -0.16], [-0.87, 0.30, 0.07], [3.07, -0.56, 0.91], [-3.12, 1.13, -0.86], [1.08, -0.25, 0.47], [0.36, -0.52, 0.20], [0.01, 0.00, 0.01], [0.00, 0.00, 0.00], [-0.01, -0.01, 0.00], [0.02, -0.05, 0.01], [-0.02, -0.06, -0.04], [0.00, 0.12, -0.08], [-0.01, -0.05, 0.03], [-1.23, 0.26, -0.34], [-0.19, 0.17, -0.03]],
  "mulliken_charge": [0.85, -2.04, 2.31, -0.85, 0.60, -0.44, 0.20, 0.70, -0.49, -0.62, 0.69, -0.69, -0.54, 0.56, 0.37, 0.38, 0.60, 0.44, -1.64, 0.54, -0.25, -1.40, -0.59, -0.37, -0.98, 1.27, -0.62, -0.69, -0.27, -0.67, 0.91, -0.28, -0.50, 0.40, 0.44, 0.36, 0.51, 1.08, 0.51, 0.41, 0.40, 0.40],
  "orbital_gap_ha": 0.2503,
  "multiplicity": 1,
  "charge": 1,
  "largest_force_ha_per_bohr": 0.067
}

=====

Entry 3:
{
  "formula": "C24H64BO20",
  "method": "ωB97M-V with the def2-TZVPD basis set",
  "symbols": ["O", "C", "O", "B", "O", "C", "O", "O", "C", "O", "C", "O", "O", "C", "O", "H", "H", "H", "H", "C", "O", "H", "H", "H", "H", "C", "O", "H", "H", "H", "H", "C", "O", "H", "H", "H", "H", "C", "O", "H", "H", "H", "H", "C", "O", "H", "H", "H", "H", "C", "O", "H", "H", "H", "H", "C", "O", "H", "H", "H", "H", "C", "C", "C", "O", "H", "H", "H", "H", "H", "H", "H", "H", "C", "C", "C", "O", "H", "H", "H", "H", "H", "H", "H", "H", "C", "C", "C", "O", "H", "H", "H", "H", "H", "H", "H", "H", "C", "C", "C", "O", "H", "H", "H", "H", "H", "H", "H", "H"],
  "coordinates": [[-7.646, 20.943, -15.244], [-7.826, 21.820, -16.107], [-9.003, 22.331, -16.446], [-8.767, 23.418, -17.456], [-7.262, 23.629, -17.449], [-6.725, 22.654, -16.710], [-5.530, 22.489, -16.538], [-9.450, 24.682, -17.061], [-10.103, 25.116, -18.054], [-10.772, 26.166, -18.097], [-9.949, 24.084, -19.220], [-9.200, 23.127, -18.838], [-10.486, 24.049, -20.299], [-6.447, 25.800, -20.577], [-6.592, 26.519, -19.330], [-6.925, 26.364, -21.378], [-5.418, 25.730, -20.930], [-6.912, 24.824, -20.709], [-6.534, 25.906, -18.593], [-8.466, 22.350, -22.871], [-7.700, 22.844, -23.938], [-7.831, 22.032, -22.044], [-9.116, 23.133, -22.480], [-9.045, 21.442, -23.040], [-8.318, 22.847, -24.672], [-7.155, 21.385, -11.333], [-8.046, 20.380, -10.929], [-6.293, 21.223, -10.686], [-6.893, 21.280, -12.386], [-7.503, 22.388, -11.086], [-8.754, 20.392, -11.578], [-14.025, 24.852, -19.869], [-12.981, 25.133, -20.747], [-14.693, 25.687, -19.662], [-14.598, 23.990, -20.212], [-13.601, 24.599, -18.897], [-12.252, 24.524, -20.609], [-12.424, 21.182, -18.342], [-13.556, 21.790, -18.936], [-11.997, 20.363, -18.921], [-11.631, 21.914, -18.186], [-12.705, 20.645, -17.436], [-13.466, 21.971, -19.874], [-9.003, 29.056, -17.261], [-10.148, 28.772, -18.133], [-8.521, 30.013, -17.461], [-9.289, 28.965, -16.214], [-8.206, 28.331, -17.429], [-10.200, 27.818, -18.039], [-5.093, 21.336, -19.975], [-4.886, 20.293, -18.935], [-4.108, 21.504, -20.412], [-5.868, 21.078, -20.696], [-5.263, 22.335, -19.575], [-4.825, 20.770, -18.104], [-9.455, 18.584, -16.767], [-9.891, 17.410, -17.294], [-10.252, 19.297, -16.976], [-9.180, 18.490, -15.716], [-8.562, 18.942, -17.279], [-10.614, 17.071, -16.761], [-5.871, 25.796, -14.950], [-7.142, 26.390, -14.443], [-8.095, 25.357, -13.772], [-6.790, 27.318, -13.417], [-5.886, 25.629, -16.027], [-5.640, 24.913, -14.353], [-4.982, 26.420, -14.853], [-7.730, 27.066, -15.064], [-9.140, 25.662, -13.838], [-7.808, 25.098, -12.753], [-7.965, 24.438, -14.344], [-6.279, 26.843, -12.757], [-14.106, 25.170, -15.816], [-13.423, 26.649, -15.739], [-12.198, 26.723, -14.888], [-13.190, 27.134, -17.049], [-14.986, 25.350, -16.435], [-14.506, 24.735, -14.900], [-13.495, 24.360, -16.216], [-14.081, 27.383, -15.274], [-11.453, 25.975, -15.159], [-12.502, 26.635, -13.845], [-11.798, 27.736, -14.931], [-12.678, 26.457, -17.497], [-12.244, 20.346, -13.736], [-10.945, 21.132, -13.832], [-11.018, 22.386, -12.986], [-9.918, 20.344, -13.377], [-12.250, 19.584, -14.516], [-13.171, 20.913, -13.652], [-12.251, 19.738, -12.831], [-10.823, 21.414, -14.877], [-11.686, 23.183, -13.315], [-10.083, 22.915, -12.800], [-11.404, 22.181, -11.987], [-9.127, 20.655, -13.823], [-7.441, 15.355, -15.750], [-6.155, 16.030, -15.319], [-6.136, 17.575, -15.529], [-6.156, 15.744, -13.920], [-7.349, 14.273, -15.659], [-7.544, 15.708, -16.776], [-8.323, 15.591, -15.154], [-5.291, 15.506, -15.728], [-5.452, 18.202, -14.957], [-7.061, 18.048, -15.198], [-6.002, 17.751, -16.596], [-5.262, 15.691, -13.573]],
  "forces_ev_per_angstrom": [[-0.86, -0.94, 0.90], [4.25, 1.48, -0.65], [-2.46, 1.80, -1.88], [3.04, -1.64, 2.17], [-2.14, 1.34, -1.27], [-2.43, -2.75, 1.97], [1.95, 0.07, -0.32], [0.46, -0.48, 0.74], [-2.03, 2.48, -1.47], [1.21, -2.44, -0.13], [-1.14, 0.06, -0.97], [0.82, -0.63, 1.45], [-0.61, 0.90, -0.42], [-0.15, 0.71, -0.48], [-0.05, -0.63, -1.20], [-0.23, 0.53, 0.28], [0.35, -0.14, 0.51], [-0.03, -0.23, 0.97], [0.03, -0.47, 0.07], [-0.23, -0.06, 1.72], [-0.02, -0.45, -0.65], [0.40, 0.38, -0.08], [-0.21, -0.10, 0.10], [-0.20, 0.01, -0.73], [0.26, 0.25, -0.30], [0.70, -0.22, 0.64], [-0.58, -0.12, 0.09], [0.44, 0.13, -0.33], [0.13, 0.26, -0.06], [-0.29, 0.23, -0.28], [-0.53, -0.30, -0.21], [0.36, -0.62, 0.91], [-0.51, 0.88, -0.97], [0.15, 0.27, -0.57], [-0.40, -0.08, 0.03], [-0.18, -0.23, 0.28], [0.45, 0.07, 0.21], [0.48, -0.39, -0.52], [-0.73, -0.23, 0.40], [0.05, 0.09, -0.59], [0.03, -0.11, 0.38], [-0.27, 0.69, 0.31], [0.53, -0.13, 0.09], [-0.56, -0.64, -0.72], [1.88, 1.17, 1.09], [-0.58, 0.25, -0.11], [-0.09, 0.28, 0.14], [0.03, -0.26, -0.12], [-0.69, -0.40, -0.31], [1.32, -0.38, 1.41], [-0.61, 1.18, -1.61], [-0.03, -0.44, -0.80], [0.18, -0.27, 0.17], [-0.73, -0.22, 0.57], [-0.26, 0.28, 0.49], [0.42, 2.08, 0.53], [-0.47, -3.03, -1.23], [0.21, 0.81, 0.69], [-0.26, 0.39, 0.16], [-0.01, -0.17, -0.12], [0.06, 0.04, -0.02], [0.66, -0.24, -1.00], [-0.90, 0.57, 2.22], [0.53, -0.39, -1.64], [0.20, 1.18, 0.89], [-0.25, -0.90, 0.12], [-0.06, -0.44, -0.52], [-0.30, 0.65, 0.35], [0.26, -0.57, -0.85], [0.08, 0.03, 0.22], [0.11, 0.36, 0.11], [-0.43, -0.30, -0.07], [0.05, -0.08, 0.09], [-0.17, 1.82, 0.19], [-0.58, -1.48, -0.15], [0.36, 0.07, 0.56], [-0.65, -0.23, 0.38], [0.07, -0.36, -0.35], [0.20, 0.51, 0.52], [0.37, 0.43, -0.42], [-0.73, -0.28, -0.22], [0.16, 0.12, 0.12], [0.10, -0.53, 0.19], [0.31, -0.06, -0.40], [0.49, 0.12, -0.39], [0.10, -0.97, 0.54], [-1.76, 1.48, -0.09], [-0.42, 1.17, 0.91], [0.79, -1.19, 0.64], [-0.39, 0.22, -0.35], [0.14, 0.28, -0.63], [0.31, 0.08, 0.40], [0.39, 0.03, -0.13], [-0.23, -0.16, -0.67], [0.42, -0.37, -0.40], [0.02, -0.50, 0.25], [1.06, -0.05, -0.80], [0.45, 0.31, -1.09], [-0.50, 0.89, 1.96], [-0.45, -0.65, -0.38], [0.39, -0.33, 1.18], [0.22, -0.06, -0.38], [-0.80, -0.54, -0.23], [0.26, 0.65, 0.01], [0.06, 0.25, -0.58], [0.78, -0.70, -0.07], [-0.42, -0.40, -0.32], [-0.02, 0.40, -0.01], [0.06, 0.26, -0.07]],
  "lowdin_spin": [0.19, 0.25, 0.08, 0.01, 0.07, 0.20, 0.17, 0.00, 0.00, 0.00, 0.00, 0.00, 0.00, 0.00, 0.00, 0.00, 0.00, 0.00, 0.00, 0.00, 0.00, 0.00, 0.00, 0.00, 0.00, 0.00, 0.00, 0.00, 0.00, 0.00, 0.00, 0.00, 0.00, 0.00, 0.00, 0.00, 0.00, 0.00, 0.00, 0.00, 0.00, 0.00, 0.00, 0.00, 0.00, 0.00, 0.00, 0.00, 0.00, 0.00, 0.00, 0.00, 0.00, 0.00, 0.00, 0.00, 0.00, 0.00, 0.00, 0.00, 0.00, 0.00, 0.00, 0.00, 0.00, 0.00, 0.00, 0.00, 0.00, 0.00, 0.00, 0.00, 0.00, 0.00, 0.00, 0.00, 0.00, 0.00, 0.00, 0.00, 0.00, 0.00, 0.00, 0.00, 0.00, 0.00, 0.00, 0.00, 0.00, 0.00, 0.00, 0.00, 0.00, 0.00, 0.00, 0.00, 0.00, 0.00, 0.00, 0.00, 0.00, 0.00, 0.00, 0.00, 0.00, 0.00, 0.00, 0.00, 0.00],
  "orbital_gap_ha": [0.1266, 0.2733],
  "multiplicity": 2,
  "de_lowest_ev": 0.000,
  "charge": -2,
  "largest_force_ha_per_bohr": 0.088
}

=====

Entry 4:
{
  "formula": "C3H3ClFN3",
  "method": "ωB97M-V with the def2-TZVPD basis set",
  "symbols": ["N", "C", "C", "Cl", "N", "N", "C", "F", "H", "H", "H"],
  "coordinates": [[-1.161, -0.551, 1.439], [-0.414, -0.148, 0.292], [0.190, -0.994, -0.602], [0.263, -2.788, -0.417], [0.898, -0.421, -1.535], [0.878, 0.886, -1.285], [0.070, 1.243, -0.300], [-0.032, 2.459, 0.157], [-1.042, -1.477, 1.777], [-1.094, 0.165, 2.146], [1.445, 1.625, -1.671]],
  "forces_ev_per_angstrom": [[0.01, 2.58, -1.26], [0.72, 3.16, -0.18], [0.06, -1.40, 0.34], [-0.31, 1.75, -0.30], [1.81, 0.09, -1.32], [-0.81, 1.06, 0.32], [-2.09, -6.20, 2.98], [-0.01, 0.69, 0.11], [0.45, -0.63, -0.03], [-0.15, -0.35, 0.30], [0.33, -0.74, -0.96]],
  "mulliken_charge": [-0.54, 0.26, 0.39, -0.20, -0.81, 0.33, 0.12, -0.27, 0.23, 0.23, 0.26],
  "smiles": "Nc1c(Cl)n[nH]c1F",
  "orbital_gap_ha": 0.3234,
  "multiplicity": 1,
  "de_lowest_ev": 1.227,
  "largest_force_ha_per_bohr": 0.140
}